Record 1
Formula: C4H9N2O
Source: OMol25
Level of theory: wB97M-V/def2-TZVPD

```
! RIJCOSX wB97M-V def2-TZVPD def2/J DEFGRID3
* xyz -1 1
C 1.874 0.567 -0.478
H -1.190 0.176 2.732
H 1.833 1.623 0.021
H -1.432 -0.596 1.168
N 0.262 0.415 1.248
H -0.706 -1.941 -2.016
C -1.084 -0.972 -1.971
H -1.328 0.973 -0.929
C -0.669 -0.353 1.968
H 2.884 0.066 -0.314
H -2.216 -0.757 -2.504
H -0.350 -1.299 2.443
H 1.849 0.467 -1.633
C -0.708 0.070 -1.252
O 0.299 1.708 1.459
N 0.681 -0.146 0.057
*
```

The molar mass comes out at 101.1 g mol⁻¹. As for the orbital gap (spin up / spin down): 5.34 / 5.35 eV. The calculation puts the highest occupied orbital energy (spin up / spin down) at -1.031 / -1.033 eV. For the strongest force on any atom, the calculation gives 5.7 eV/A. Its energy above the lowest of the compared OMol25 structures with the same formula, charge and spin is 476.60 kJ/mol.



Record 2
Formula: C25H18CoN3O3
Source: OMol25
Level of theory: wB97M-V/def2-TZVPD

```
! RIJCOSX wB97M-V def2-TZVPD def2/J DEFGRID3
* xyz 0 5
C 4.646 -0.664 -1.873
H 2.489 1.797 -1.159
C -2.071 1.683 -1.439
C 2.780 -0.679 0.174
C 1.024 -0.530 3.512
H 4.489 -0.608 1.498
C 5.071 -0.612 -0.551
C -1.409 -0.747 3.993
H -2.902 3.622 -0.996
H 5.378 -0.663 -2.672
H -3.917 -1.064 -2.125
N 0.395 1.342 -1.310
H 3.053 -0.390 2.916
H -3.508 -0.979 4.221
H 2.976 -0.791 -3.206
N 0.489 -0.879 0.822
H -5.230 2.932 -1.241
C 1.065 3.467 -1.125
H -1.220 -0.590 5.048
C -3.117 2.592 -1.258
C -2.894 -1.187 2.155
O -1.437 -0.583 -1.879
C -2.673 -0.965 3.533
C -0.315 -0.727 3.094
C -2.365 0.343 -1.741
H 1.600 4.395 -1.042
C 2.030 -0.532 2.604
C -0.680 2.113 -1.319
H 0.545 -4.739 -1.472
H 1.233 -0.385 4.565
C -4.725 0.886 -1.707
C 3.291 -0.731 -2.171
C -3.710 -0.031 -1.879
O 0.396 -2.756 -1.682
N -0.308 3.412 -1.213
C 1.732 -0.706 1.225
C -4.437 2.212 -1.388
H -3.898 -1.377 1.796
O 1.869 -3.755 -0.307
H -5.755 0.569 -1.816
C 1.485 2.180 -1.186
C 2.353 -0.738 -1.150
C -1.860 -1.172 1.265
C 4.139 -0.623 0.475
H 6.127 -0.575 -0.319
H -2.025 -1.361 0.213
Co 0.308 -0.899 -1.264
C -0.545 -0.920 1.722
H -0.932 4.197 -1.222
C 0.969 -3.782 -1.118
*
```

The molar mass comes out at 467.4 g mol⁻¹. As for the orbital gap (spin up / spin down): 7.66 / 7.34 eV. The calculation puts the highest occupied orbital energy (spin up / spin down) at -7.948 / -8.007 eV. For the strongest force on any atom, the calculation gives 0.4 eV/A. Its energy above the lowest of the compared OMol25 structures with the same formula, charge and spin is 0.00 kJ/mol.



Record 3
Formula: C58H56FGeN2O3P3Rb
Source: OMol25
Level of theory: wB97M-V/def2-TZVPD

```
! RIJCOSX wB97M-V def2-TZVPD def2/J DEFGRID3
* xyz 1 1
H -3.068 1.320 -6.001
H -3.855 -3.649 4.207
H 3.755 -5.281 -2.952
H 4.319 4.287 -5.782
C -5.148 0.402 -1.621
C 2.319 3.018 -2.705
H -5.195 -5.767 -0.170
H -3.047 -1.459 3.464
H 4.516 -3.880 1.949
C 3.014 1.083 0.504
H -3.358 1.670 6.087
H 5.273 2.224 2.752
H 3.491 -3.648 -2.338
H 2.710 3.056 4.398
C -1.474 4.742 0.533
C -3.553 -2.413 -1.193
C 4.000 1.058 1.482
C -5.072 -4.227 -1.659
C -4.483 -3.028 -2.029
C -2.823 0.409 -5.471
C 2.331 2.069 4.629
C 4.500 2.242 1.995
H -3.740 3.203 2.134
H 6.195 -4.013 0.249
C 3.705 3.154 -2.646
C -4.737 -4.828 -0.451
Ge -1.757 1.926 0.500
N 4.284 -4.392 1.108
H 0.593 3.216 -3.976
C -6.000 1.490 -1.548
C -0.531 -4.268 4.261
H 4.564 -0.497 -2.738
P 1.289 2.290 -1.374
C -0.963 -1.986 3.580
C 4.929 -4.827 -1.254
C -2.330 -2.235 3.698
C 5.130 -3.969 -0.010
C 1.445 1.456 3.759
C 2.732 1.419 5.789
H 0.291 7.139 -1.056
C -3.661 2.531 4.142
C -0.073 -3.033 3.834
H 2.632 4.428 0.221
C -1.639 0.789 3.283
C -2.790 -3.478 4.115
H 2.528 -0.352 6.982
H 1.150 1.973 2.850
H -1.600 0.140 5.326
H -6.177 3.559 -1.003
C 3.005 3.472 0.568
C -3.222 -3.028 0.016
H -2.282 4.652 1.251
C -0.862 3.592 0.029
H -2.251 -5.456 4.751
H 5.083 -5.879 -0.979
H -5.791 -4.698 -2.316
C 3.762 3.929 -4.927
C 2.505 2.289 0.020
H 0.177 -5.060 4.469
C 0.243 3.740 -0.842
C -2.184 -1.909 -4.098
C 4.421 3.603 -3.753
C -2.079 -1.872 -5.479
C -1.893 -4.494 4.411
C 1.926 -3.023 0.284
H -2.494 -2.566 0.677
C -3.239 2.535 2.825
C 3.629 -4.692 -2.035
C -3.812 -4.227 0.389
C 3.991 3.453 1.542
P -2.652 -0.869 -1.557
H -2.324 -0.683 -7.250
H 3.800 0.828 -2.895
Rb 0.497 -1.103 -1.067
H -5.504 -0.520 -2.066
C -4.249 2.760 -0.518
C 1.322 -0.446 5.214
H 2.654 0.129 0.139
H 3.427 1.896 6.468
H -1.564 6.886 0.577
H 0.918 -1.415 5.474
C 1.670 3.331 -3.904
H 2.551 -5.994 -0.848
H 1.630 -5.123 -1.888
P -0.321 -0.443 2.839
N 2.441 -5.087 -1.283
O 1.104 -0.648 -3.839
H -3.914 3.706 -0.109
C -2.936 0.370 -4.087
H 4.234 2.936 -1.725
H -3.539 -4.687 1.330
C -2.216 1.689 2.373
H 1.450 5.165 -1.899
H -1.744 -2.750 -6.016
C -3.383 1.660 -0.553
C 0.918 0.195 4.046
H 2.058 -0.507 -3.709
F -0.526 0.750 0.135
H -1.922 -2.820 -3.571
H 4.892 -2.926 -0.244
H 5.728 -4.581 -1.959
O 3.684 -0.133 -2.872
H 4.371 0.108 1.845
C -3.836 0.474 -1.155
C 2.379 3.796 -4.998
H -4.456 3.193 4.460
C -2.063 0.815 4.615
C -1.070 6.017 0.164
C 0.619 5.029 -1.219
C -2.635 -0.796 -3.386
H 5.497 3.705 -3.688
H -4.732 -2.583 -2.986
H 4.365 4.385 1.946
H 0.895 -0.232 -4.680
O 1.038 -3.325 0.910
H 0.990 -2.888 3.680
H -7.012 1.412 -1.923
H -3.265 1.255 -3.557
C -5.537 2.687 -1.024
H 4.418 -5.377 1.301
C -3.054 1.674 5.048
C -0.033 6.156 -0.739
H 1.856 4.052 -5.910
C 2.229 0.160 6.076
C -2.404 -0.712 -6.171
*
```

The molar mass comes out at 1099.1 g mol⁻¹. As for the orbital gap: 8.29 eV. The calculation puts the highest occupied orbital energy at -9.989 eV. For the strongest force on any atom, the calculation gives 1.0 eV/A. Its energy above the lowest of the compared OMol25 structures with the same formula, charge and spin is 140.27 kJ/mol.



Record 4
Formula: C24H40Cl12O12
Source: OMol25
Level of theory: wB97M-V/def2-TZVPD

```
! RIJCOSX wB97M-V def2-TZVPD def2/J DEFGRID3
* xyz 0 1
C 5.335 0.119 2.730
O -4.475 -2.357 -2.523
C -1.262 -4.567 -3.002
Cl 2.998 3.996 0.165
C 3.523 2.262 5.368
H -4.116 1.187 -0.273
H -6.787 0.636 -0.556
C -4.783 -1.391 -1.904
C -4.640 0.719 -1.101
C 2.650 -1.678 -0.823
H 1.590 -0.003 5.952
C 4.089 -2.120 -0.942
H -0.747 0.441 -4.690
C 4.315 -1.764 3.468
C -2.957 -2.348 0.523
O 6.203 0.845 2.394
C 0.281 1.481 0.104
H 5.549 4.417 1.154
H -3.047 -4.121 -4.117
Cl -1.143 -2.911 -2.366
H -2.200 5.723 -1.084
H -4.847 1.456 -1.873
O -1.625 -1.912 0.750
H -3.956 5.645 -1.221
O -1.624 -4.079 1.272
H -1.621 0.944 -0.634
H 4.203 -2.889 -1.702
Cl -2.782 -0.340 -6.451
H -3.047 5.593 -3.428
C 3.590 3.930 1.852
Cl -2.736 -6.437 -4.233
C 3.246 -0.784 2.975
H -1.866 4.361 -3.018
H -0.455 -0.134 -1.269
H -0.636 -4.621 -3.892
O 5.480 -0.948 3.564
H 4.122 -2.166 4.461
C -0.481 -0.569 -4.990
H -2.719 -4.266 -0.484
H 1.191 1.370 7.032
Cl 4.740 6.371 2.123
H 0.537 2.590 5.077
H -5.733 -0.290 0.498
C -5.881 0.037 -0.534
C 1.319 1.859 4.892
C -2.879 4.704 -2.822
O 4.605 2.732 5.349
O 0.263 -2.881 1.500
C 4.923 4.594 2.027
C -2.825 -3.871 0.530
O -5.963 -1.169 -1.311
C 1.736 1.059 6.145
H 1.287 1.774 -0.188
O 4.040 0.248 2.361
C -0.585 0.906 -0.981
H 4.397 -2.574 0.003
H 4.474 -2.596 2.781
H -3.669 -4.400 0.966
Cl 2.033 -1.158 -2.411
Cl 5.191 -0.771 -1.268
H -1.658 -2.291 -5.721
H 2.839 4.421 2.466
C -0.883 -2.956 1.200
O -3.912 -0.368 -1.662
H 2.770 -0.301 3.828
H 5.459 4.227 2.897
H 0.141 -1.025 -4.231
C -2.693 -4.857 -3.400
H 2.075 -2.548 -0.517
H -3.301 -1.987 -0.443
H 3.624 2.876 2.117
H -3.389 -4.849 -2.566
H -0.861 -5.319 -2.325
Cl -0.519 1.930 -2.438
O 2.493 2.623 4.576
C -3.034 5.085 -1.368
H -2.400 -1.399 -4.456
O 3.139 1.271 6.231
Cl -4.014 3.466 -3.390
Cl 0.439 -0.348 -6.520
H 2.554 -0.856 -0.125
H -0.157 2.449 0.361
Cl 0.331 0.437 1.532
H 1.083 1.224 4.043
Cl -3.113 3.720 -0.230
H 2.571 -1.224 2.253
H -3.649 -2.006 1.295
C -1.757 -1.279 -5.331
*
```

The molar mass comes out at 946.0 g mol⁻¹. As for the orbital gap: 10.21 eV. The calculation puts the highest occupied orbital energy at -10.307 eV. For the strongest force on any atom, the calculation gives 1.5 eV/A. Its energy above the lowest of the compared OMol25 structures with the same formula, charge and spin is 0.00 kJ/mol.



Record 5
Formula: C34H46BrN9OPSbSe4Ti
Source: OMol25
Level of theory: wB97M-V/def2-TZVPD

```
! RIJCOSX wB97M-V def2-TZVPD def2/J DEFGRID3
* xyz -2 3
H -2.643 5.394 3.547
H 2.231 -3.345 -4.665
H -4.103 -0.636 4.018
C 0.764 -1.365 3.728
C -1.711 -1.237 1.698
H 1.326 -4.556 2.748
C -3.773 5.582 1.742
N -0.101 0.214 0.816
C -1.172 0.063 1.660
H -0.493 -2.227 -4.796
Br -5.310 5.874 -0.659
N 1.219 -2.486 2.924
C -3.303 1.680 -0.974
H 2.795 1.658 -4.710
C -3.521 1.298 -3.755
H 3.585 -4.116 4.112
H 0.984 -0.430 3.213
H -2.294 4.389 -1.960
N 1.912 -1.138 -1.710
C 0.274 -1.451 -4.897
H 0.826 -3.736 -3.634
C 0.594 1.326 0.886
N -3.158 2.994 4.243
C 4.154 -0.148 -1.740
N 1.266 -1.694 -3.862
H -4.730 1.876 2.277
Ti 0.294 -1.752 -0.181
H -0.316 -1.413 3.878
H -3.503 6.617 1.582
H 1.256 -1.360 4.713
C -4.456 2.912 2.134
H -3.574 0.218 -3.602
N -3.203 1.677 4.392
N 1.675 0.526 -3.380
C -2.731 0.843 3.401
C 0.938 -3.806 3.439
C 3.059 -0.720 -1.075
C -3.287 4.897 2.832
H 1.151 1.301 -5.280
C -1.624 1.098 2.517
Sb -1.595 -3.908 -1.570
C -0.847 2.272 2.536
H -3.872 3.979 -2.634
H 5.293 -3.009 1.279
H 4.334 -0.539 2.064
Se -3.255 -4.790 -0.042
H 0.882 3.274 1.766
C 0.264 2.385 1.742
C 4.294 -0.442 0.986
C 5.271 0.304 -1.062
H 6.177 0.574 0.882
C -3.275 -0.439 3.349
H 2.329 -3.199 -2.873
H -2.465 4.153 -3.700
H 3.794 -3.481 0.447
Se -1.743 -4.786 -3.852
H 4.474 -4.543 1.687
O -1.073 -2.193 1.028
H -0.147 -3.931 3.448
C -3.608 3.541 3.076
Se 0.766 -4.244 -0.648
N 2.114 -1.616 0.989
H 1.327 -3.966 4.453
C 3.189 -0.948 0.311
C 2.009 0.897 -4.735
C 1.633 -0.768 -2.971
H 4.953 -3.011 3.882
H 4.106 -0.052 -2.820
C -2.799 3.796 -2.725
H -2.822 2.185 -0.131
N 3.512 -2.848 2.411
H -1.108 3.066 3.220
C 1.695 -3.083 -3.748
C -4.620 4.932 0.850
H 1.472 1.389 0.254
H -4.523 1.724 -3.668
H -3.241 -2.446 2.514
C 4.322 -3.498 1.398
H 1.137 2.476 -2.978
C 3.869 -3.110 3.783
H 0.675 1.321 -1.749
P -2.369 2.012 -2.515
H -5.623 3.106 0.357
H 3.402 -2.381 4.442
C 2.295 -2.292 2.092
H -3.289 0.609 -0.772
H 0.725 -1.502 -5.893
H 2.383 0.028 -5.271
H -0.200 -0.486 -4.739
H -4.334 2.035 -1.054
C 5.334 0.190 0.323
H 6.086 0.752 -1.617
H -3.149 1.473 -4.767
C -2.798 -1.456 2.518
Se -1.565 -1.371 -1.903
H 2.396 1.841 -1.888
C -4.961 3.605 1.052
C 1.475 1.596 -2.432
*
```

The molar mass comes out at 1193.1 g mol⁻¹. As for the orbital gap (spin up / spin down): 4.67 / 5.29 eV. The calculation puts the highest occupied orbital energy (spin up / spin down) at -1.121 / -1.737 eV. For the strongest force on any atom, the calculation gives 1.0 eV/A. Its energy above the lowest of the compared OMol25 structures with the same formula, charge and spin is 6.58 kJ/mol.